No. 1
Formula: CHF2O6PS
Source: OMol25
Level of theory: ωB97M-V/def2-TZVPD

Properties
relative energy (zero: lowest compared OMol25 entry of this formula, charge and spin) = 1.139 eV
spin multiplicity = 1
gap between HOMO and LUMO = 7.4 eV
HOMO = -1.17 eV
charge = -2
E_LUMO = 6.3 eV

Last column: Löwdin charge in e.
CARTESIAN COORDINATES (ANGSTROEM)
O1 -0.17 -0.55 -2.70  -0.3839
F1 -1.24 1.51 1.27  -0.0426
O2 -0.44 -2.55 -1.34  -0.3338
O3 1.92 -0.02 1.66  -0.3951
O4 1.06 -0.82 -0.57  -0.3411
O5 -0.21 -1.32 1.63  -0.3505
S1 -0.40 -1.13 -1.38  0.3432
C1 -0.08 1.34 0.57  -0.3640
P1 0.66 -0.34 0.92  0.2120
F2 0.70 2.49 0.95  -0.0966
H1 -0.46 1.77 -0.37  0.1184
O6 -1.34 -0.37 -0.62  -0.3661



No. 2
Formula: C13H22O2ReSbSe4
Source: OMol25
Level of theory: ωB97M-V/def2-TZVPD

Properties
spin multiplicity = 1
gap between HOMO and LUMO (spin up / spin down) = 4.3 / 4.4 eV
HOMO (spin up / spin down) = -14.83 / -14.78 eV
charge = +2
E_LUMO (spin up / spin down) = -10.5 / -10.4 eV

Last column: Löwdin charge in e.
CARTESIAN COORDINATES (ANGSTROEM)
H1 2.98 3.86 1.65  0.0940
C1 -2.72 1.20 -1.49  -0.0851
C2 -0.93 -3.54 2.97  -0.0466
H2 2.57 3.81 -0.78  0.1293
H3 4.32 3.08 0.91  0.0743
H4 -2.66 2.47 1.22  0.1125
C3 0.24 -2.23 1.35  -0.3246
H5 -0.69 3.87 -0.70  0.0947
H6 -0.84 -5.69 2.56  0.1265
H7 1.37 2.74 0.07  0.0786
H8 0.10 -0.12 1.34  0.0707
C4 0.71 -3.38 0.60  -0.0960
Sb1 0.08 -2.62 -3.43  -0.0717
Se1 -1.76 -1.93 -1.53  0.5419
C5 0.65 -0.92 0.81  -0.2039
H9 -0.78 -1.37 3.18  0.1372
Se2 0.99 -4.74 -2.93  0.1910
H10 -1.42 3.42 -2.21  0.0976
Re1 0.08 -0.57 -1.24  0.8486
O1 -0.36 1.29 -0.95  -0.2905
O2 2.75 1.69 -0.94  -0.2015
Se3 1.84 -0.63 -2.65  0.5396
H11 3.48 1.96 -1.53  0.0931
C6 3.27 2.95 1.10  -0.0652
H12 -0.93 2.04 1.29  0.0925
H13 -2.38 0.87 -2.45  0.0667
C7 -0.53 -2.28 2.58  -0.0081
H14 0.73 -5.55 0.76  0.1110
Se4 -0.77 -1.76 -5.45  0.1645
C8 0.34 -4.62 1.13  -0.0564
C9 2.43 2.89 -0.20  -0.2701
H15 -3.58 1.86 -1.66  0.1224
C10 -1.67 1.95 -0.70  -0.6046
C11 -1.58 3.40 -1.14  -0.0047
H16 3.14 2.10 1.75  0.0652
H17 -2.42 4.07 -0.92  0.1200
H18 -1.54 -3.72 3.85  0.1193
H19 1.35 -3.33 -0.26  0.0471
H20 -3.07 0.32 -0.97  0.0220
C12 -1.89 1.82 0.81  -0.0031
H21 1.74 -0.79 0.89  0.1142
H22 -2.13 0.78 1.08  0.0851
C13 -0.50 -4.69 2.26  -0.0273



No. 3
Formula: C5H5IO2
Source: OMol25
Level of theory: ωB97M-V/def2-TZVPD

Properties
relative energy (zero: lowest compared OMol25 entry of this formula, charge and spin) = 4.591 eV
spin multiplicity = 1
gap between HOMO and LUMO (spin up / spin down) = 6.9 / 6.9 eV
HOMO (spin up / spin down) = -8.27 / -8.26 eV
E_LUMO (spin up / spin down) = -1.4 / -1.4 eV

Last column: Löwdin charge in e.
CARTESIAN COORDINATES (ANGSTROEM)
C1 0.76 -0.47 1.58  -0.0477
C2 -0.08 -2.37 0.48  0.0118
H1 0.13 -3.36 0.50  0.0646
H2 -1.08 -2.19 0.73  0.0797
C3 0.11 1.43 0.55  -0.0861
H3 0.26 1.95 1.50  0.1322
H4 -0.07 -1.77 -0.41  0.0870
C4 -0.06 2.02 -0.70  -0.3085
O1 0.15 0.09 0.46  -0.1280
I1 -0.83 2.16 -3.58  0.6634
H5 0.11 3.10 -0.85  0.0808
O2 0.67 -1.76 1.58  -0.0465
C5 -0.06 1.18 -1.83  -0.5027



No. 4
Formula: CClN4O2S
Source: OMol25
Level of theory: ωB97M-V/def2-TZVPD

Properties
relative energy (zero: lowest compared OMol25 entry of this formula, charge and spin) = 3.135 eV
spin multiplicity = 1
gap between HOMO and LUMO (spin up / spin down) = 5.7 / 7.7 eV
HOMO (spin up / spin down) = -5.93 / -6.59 eV
charge = -1
E_LUMO (spin up / spin down) = -0.2 / 1.1 eV

Last column: Löwdin charge in e.
CARTESIAN COORDINATES (ANGSTROEM)
N1 -0.22 1.29 1.01  -0.0391
N2 0.31 1.12 2.19  -0.1138
O1 -0.51 -1.95 -2.80  -0.4829
N3 0.65 -0.16 2.39  -0.1140
O2 0.57 0.21 -3.23  -0.4797
Cl1 -2.37 0.30 -3.07  0.0269
C1 -0.16 0.04 0.59  -0.1755
N4 0.35 -0.89 1.35  -0.0422
S1 -0.40 -0.55 -2.46  0.4205



No. 5
Formula: C5H8O4
Source: OMol25
Level of theory: ωB97M-V/def2-TZVPD

Properties
relative energy (zero: lowest compared OMol25 entry of this formula, charge and spin) = 2.902 eV
SMILES = C=C1C(O)(O)[C@]1(O)CO
spin multiplicity = 1
gap between HOMO and LUMO = 10.0 eV
HOMO = -9.42 eV
E_LUMO = 0.6 eV

Last column: Löwdin charge in e.
CARTESIAN COORDINATES (ANGSTROEM)
O1 0.50 0.84 -1.65  0.0435
H1 -0.93 -0.78 -2.10  0.1061
O2 -0.26 -1.81 0.70  0.0734
O3 2.48 -0.54 0.10  -0.0367
H2 -1.74 2.38 0.90  0.0671
H3 2.10 -1.41 0.27  0.0913
H4 -1.03 -2.38 0.85  0.1183
H5 2.03 1.40 0.43  0.1362
C1 -0.62 -0.82 -0.20  -0.4768
H6 1.27 0.27 1.58  0.1344
O4 -1.21 -1.34 -1.35  0.0773
H7 -2.87 0.95 1.15  0.0660
C2 1.55 0.43 0.53  -0.1694
C3 0.31 0.38 -0.34  -0.3503
C4 -1.92 1.32 0.80  0.1040
C5 -1.04 0.53 0.27  -0.0979
H8 1.38 0.57 -1.92  0.1133



No. 6
Formula: Br2CuF12P2
Source: OMol25
Level of theory: ωB97M-V/def2-TZVPD

Properties
spin multiplicity = 3
gap between HOMO and LUMO (spin up / spin down) = 10.2 / 5.0 eV
HOMO (spin up / spin down) = -8.07 / -7.92 eV
charge = -1
E_LUMO (spin up / spin down) = 2.1 / -3.0 eV

Last column: Löwdin charge in e.
CARTESIAN COORDINATES (ANGSTROEM)
F1 0.97 0.22 -0.55  -0.2134
P1 0.76 0.67 -2.14  0.2325
F2 2.20 1.53 -2.11  -0.1899
F3 0.64 1.02 -3.79  -0.1907
F4 -0.62 -0.07 -2.12  -0.1431
Br1 1.45 -3.22 -0.18  0.4977
P2 -0.56 0.34 2.29  0.1816
F5 0.48 1.49 2.03  -0.1407
F6 1.59 -0.65 -2.37  -0.1543
Cu1 -0.41 -1.45 -0.43  0.1671
F7 -1.55 1.60 2.76  -0.1921
F8 0.14 0.38 3.77  -0.1813
F9 -1.58 -0.85 2.77  -0.1661
F10 0.48 -0.78 1.73  -0.2146
F11 -0.02 2.06 -1.74  -0.1443
F12 -1.30 0.36 0.86  -0.1679
Br2 -2.68 -2.66 -0.80  0.0197



No. 7
Formula: C7H10N2
Source: OMol25
Level of theory: ωB97M-V/def2-TZVPD

Properties
relative energy (zero: lowest compared OMol25 entry of this formula, charge and spin) = 0.888 eV
SMILES = CC[C@@](C)(C#N)CC#N
spin multiplicity = 1
gap between HOMO and LUMO = 12.2 eV
HOMO = -11.68 eV
E_LUMO = 0.5 eV

Last column: Löwdin charge in e.
CARTESIAN COORDINATES (ANGSTROEM)
N1 1.37 -2.70 1.00  0.1792
C1 -1.14 -0.43 1.30  -0.0290
H1 1.19 0.69 1.89  0.1223
H2 0.71 -0.64 -1.72  0.1311
H3 -1.30 0.50 -2.61  0.0802
H4 -1.84 0.97 -1.01  0.0745
C2 -0.94 0.75 -1.61  -0.0917
H5 -1.80 -1.23 0.96  0.0958
C3 2.21 0.93 0.04  -0.1968
H6 -0.35 1.67 -1.65  0.0772
H7 -0.98 -0.62 2.37  0.0998
C4 0.98 0.81 0.85  -0.1228
H8 -0.84 -1.32 -1.26  0.1241
C5 -0.17 -0.46 -1.06  -0.2121
C6 0.84 -1.70 0.77  -0.1835
N2 3.18 1.01 -0.61  0.1563
H9 -1.63 0.49 1.15  0.0595
H10 0.36 1.73 0.77  0.1372
C7 0.15 -0.44 0.43  -0.5014